No. 1
{
  "formula": "C15H19F6IrN8O4S2",
  "method": "wB97M-V/def2-TZVPD",
  "total_charge": 3,
  "fmax_ev_per_a": 0.54,
  "e_lumo_ev": [-9.5, -12.2],
  "relative_energy_kj_mol": 26.9,
  "multiplicity": 2,
  "gap_ha": [0.315, 0.216],
  "elements": ["Ir", "N", "C", "C", "N", "C", "C", "N", "C", "C", "N", "H", "H", "H", "H", "H", "H", "F", "C", "F", "F", "S", "O", "O", "N", "S", "O", "O", "C", "F", "F", "F", "C", "C", "N", "C", "N", "C", "C", "C", "N", "C", "H", "H", "H", "H", "H", "H", "H", "H", "H", "H", "H", "H", "H"],
  "xyz": [[0.1055, 0.0066, 0.3163], [3.7356, 0.1934, 2.1034], [4.2724, 0.2876, 0.8409], [3.2349, 0.2014, -0.0369], [2.0827, 0.0526, 0.6961], [2.4121, 0.0539, 1.9887], [1.2931, -0.0548, 2.9011], [0.0974, -0.1678, 2.3186], [-0.8589, -0.1847, 3.3059], [-0.2151, -0.0953, 4.5020], [1.1299, -0.0152, 4.2264], [4.2723, 0.2405, 2.9591], [5.3292, 0.4115, 0.6757], [3.2342, 0.2521, -1.1115], [-1.9129, -0.2372, 3.0940], [-0.5970, -0.0739, 5.5087], [1.8534, 0.0852, 4.9259], [-4.4595, 1.8328, -0.0107], [-4.3343, 0.9221, -0.9392], [-4.8878, -0.2152, -0.5823], [-4.7655, 1.3367, -2.0988], [-2.5090, 0.5302, -1.1696], [-2.3049, -0.4505, -2.1827], [-1.9962, 0.1303, 0.1944], [-1.8864, 1.9780, -1.4791], [-0.3791, 2.0816, -1.1936], [0.3711, 0.8680, -1.6768], [0.0134, 2.1266, 0.2582], [0.1424, 3.7599, -1.9228], [-0.4848, 4.6432, -1.1999], [-0.2118, 3.7860, -3.1729], [1.4412, 3.8232, -1.7703], [0.7655, -3.9588, -3.4941], [1.0973, -2.4826, -3.4664], [0.6519, -1.9014, -2.1823], [0.4347, -2.6222, -1.0942], [-0.0394, -1.9470, 0.0550], [-0.7539, -2.7263, 1.0694], [-0.9658, -4.1752, 0.6960], [0.3345, -4.7161, 0.1491], [0.6894, -3.9141, -1.0351], [1.2628, -4.6043, -2.2152], [1.2485, -4.4314, -4.3475], [-0.3104, -4.1081, -3.5974], [0.5920, -1.9359, -4.2592], [2.1700, -2.3136, -3.5682], [0.2073, -0.9946, -2.2295], [-1.6946, -2.2014, 1.2622], [-0.1612, -2.6517, 1.9888], [-1.7544, -4.2777, -0.0519], [-1.2764, -4.7301, 1.5802], [0.2280, -5.7451, -0.1833], [1.1453, -4.6842, 0.8812], [0.9628, -5.6471, -2.1511], [2.3518, -4.5632, -2.1407]],
  "atomic_forces_ev_per_a": [[0.022, -0.088, 0.072], [0.015, -0.003, 0.014], [0.002, 0.006, -0.039], [-0.029, 0.024, 0.030], [0.039, 0.006, -0.007], [-0.029, 0.022, -0.027], [-0.006, 0.003, 0.001], [-0.056, -0.061, 0.076], [0.016, 0.037, -0.005], [-0.027, 0.003, -0.013], [0.013, 0.013, 0.016], [-0.006, -0.006, 0.004], [0.002, -0.001, 0.014], [0.017, -0.005, 0.000], [-0.001, -0.007, 0.005], [0.013, -0.001, 0.005], [0.002, -0.010, -0.001], [0.053, 0.007, 0.021], [0.005, -0.116, -0.018], [-0.037, 0.028, -0.001], [-0.034, 0.004, 0.021], [0.130, 0.198, 0.152], [-0.061, 0.086, 0.090], [-0.075, -0.209, -0.085], [0.121, -0.011, -0.232], [-0.325, 0.319, 0.294], [0.131, -0.050, -0.242], [-0.048, -0.014, 0.044], [0.058, -0.075, -0.131], [0.013, 0.019, -0.017], [0.002, -0.023, 0.000], [0.005, -0.014, 0.006], [0.013, -0.008, 0.019], [0.010, 0.020, -0.006], [-0.092, -0.040, -0.025], [0.016, 0.007, 0.033], [0.075, -0.063, -0.058], [-0.029, 0.012, 0.026], [0.001, -0.015, -0.006], [-0.008, -0.013, -0.008], [0.025, -0.011, -0.015], [-0.005, 0.003, -0.021], [-0.002, 0.003, -0.003], [0.000, -0.003, 0.002], [-0.009, -0.007, 0.002], [0.003, -0.001, 0.004], [0.080, 0.013, 0.002], [-0.001, 0.007, -0.016], [0.004, -0.002, 0.000], [-0.004, -0.001, 0.005], [0.004, 0.005, 0.005], [0.014, 0.001, 0.003], [-0.005, 0.017, 0.004], [-0.012, 0.002, 0.001], [-0.001, -0.004, 0.004]],
  "mulliken_charge": [1.948, -0.040, -0.768, -0.397, 0.202, 0.191, 0.521, 0.089, -0.326, -0.717, -0.049, 0.203, 0.417, 0.558, 0.550, 0.427, 0.213, -0.157, 0.615, -0.153, -0.133, 1.124, -0.627, -0.897, -0.382, 0.754, -0.866, -0.731, 0.589, -0.124, -0.131, -0.143, -0.725, -0.596, 0.169, 0.575, -0.107, -0.336, -0.753, -0.625, 0.053, -0.472, 0.395, 0.292, 0.414, 0.348, -0.091, 0.233, 0.342, 0.341, 0.422, 0.430, 0.275, 0.404, 0.256]
}

No. 2
{
  "formula": "C15H19IrN3O2S4SbSi",
  "method": "wB97M-V/def2-TZVPD",
  "total_charge": -2,
  "fmax_ev_per_a": 1.53,
  "e_lumo_ev": 4.4,
  "relative_energy_kj_mol": 156.1,
  "multiplicity": 1,
  "gap_ha": 0.220,
  "elements": ["Ir", "O", "C", "N", "C", "C", "C", "C", "C", "C", "N", "C", "C", "C", "C", "C", "N", "H", "H", "H", "H", "H", "H", "H", "H", "H", "H", "S", "Sb", "S", "S", "S", "C", "Si", "C", "C", "O", "H", "H", "H", "H", "H", "H", "H", "H", "H"],
  "xyz": [[0.6228, -0.5033, -0.3910], [2.3005, -2.8516, 2.5720], [2.0915, -2.0956, 1.6119], [1.1499, -1.1421, 1.5313], [0.0509, -1.2618, 2.4485], [-1.2108, -1.4886, 1.6530], [-2.4643, -1.5555, 2.2487], [-3.5802, -1.7632, 1.4645], [-3.4175, -1.9056, 0.0931], [-2.1463, -1.8008, -0.4330], [-1.0651, -1.6080, 0.3273], [2.9214, -2.1123, 0.3609], [4.2635, -2.3568, 0.3989], [5.0263, -1.9456, -0.7321], [4.4470, -1.2587, -1.7400], [3.0085, -1.0104, -1.7254], [2.2721, -1.6737, -0.7469], [-0.0845, -0.3855, 3.0920], [0.2128, -2.1301, 3.0981], [-2.5429, -1.4174, 3.3196], [-4.5677, -1.7943, 1.9094], [-4.2599, -2.0450, -0.5702], [-1.9692, -1.8335, -1.5005], [4.7091, -2.7489, 1.3011], [6.0963, -2.1302, -0.7537], [5.0071, -0.8567, -2.5746], [2.5409, -1.0967, -2.6996], [2.9904, 0.7547, -4.8417], [1.3643, 1.3081, -3.3539], [2.3400, 0.9044, -1.1311], [-0.1599, -0.3494, -2.6009], [0.4246, 3.3355, -3.6587], [-2.7413, 2.2653, -1.3217], [-1.5421, 2.2965, 0.1335], [-0.4927, 3.8513, 0.0183], [-2.6180, 2.5086, 1.6889], [-0.6895, 0.9661, 0.3352], [-3.2746, 3.2197, -1.3985], [-3.4848, 1.4711, -1.1932], [-2.2029, 2.0982, -2.2563], [-1.1087, 4.7579, 0.0367], [0.0825, 3.8681, -0.9088], [0.2061, 3.8883, 0.8599], [-3.1858, 3.4451, 1.6742], [-1.9893, 2.5017, 2.5837], [-3.3305, 1.6809, 1.7712]],
  "atomic_forces_ev_per_a": [[0.209, 0.479, 0.275], [0.026, -0.047, -0.025], [-0.113, -0.124, -0.003], [0.118, 0.079, 0.043], [-0.086, -0.053, 0.001], [0.041, 0.028, 0.031], [0.028, -0.112, 0.023], [0.000, -0.009, -0.009], [-0.003, 0.028, -0.002], [0.050, -0.130, -0.048], [-0.110, 0.158, -0.007], [0.039, 0.338, 0.135], [-0.053, 0.100, -0.099], [0.160, 0.043, 0.175], [-0.220, 0.107, -0.204], [0.381, -1.482, -0.010], [-0.208, -0.231, 0.049], [-0.001, 0.073, -0.124], [0.009, 0.061, 0.068], [-0.006, -0.002, 0.000], [0.001, -0.010, 0.004], [-0.003, -0.007, 0.006], [0.003, -0.005, 0.007], [-0.008, -0.007, 0.004], [-0.006, -0.012, -0.013], [-0.006, -0.059, -0.020], [-0.049, 0.522, -0.036], [0.013, -0.178, -0.093], [0.022, 0.249, -0.003], [0.018, 0.570, 0.347], [-0.259, -0.113, -0.416], [-0.085, 0.178, -0.031], [-0.003, 0.063, 0.061], [0.005, -0.008, -0.028], [-0.004, 0.068, 0.012], [-0.056, -0.014, -0.034], [0.095, -0.448, -0.077], [-0.008, -0.003, -0.011], [0.037, -0.023, -0.019], [0.008, -0.008, 0.013], [-0.012, -0.019, 0.038], [0.021, -0.056, -0.013], [-0.013, 0.013, 0.003], [0.003, 0.001, 0.000], [0.007, 0.006, 0.016], [0.017, -0.001, 0.014]],
  "mulliken_charge": [1.053, -0.818, 0.433, -0.306, -0.945, 0.813, -0.827, -0.178, -0.842, -0.217, -0.128, 0.509, -0.983, -0.092, -1.031, -0.095, -0.198, 0.302, 0.544, 0.383, 0.371, 0.383, 0.456, 0.403, 0.337, 0.388, 0.712, -0.691, 0.761, -0.549, -0.668, -0.708, -0.952, 0.276, -0.883, -1.118, -0.217, 0.349, 0.228, 0.238, 0.313, 0.143, 0.234, 0.334, 0.274, 0.209]
}

Question: Number 2 is which compound?
Answer: C15H19IrN3O2S4SbSi